Molecular formula: C3H6N2OS
Method: DFT, ωB97M-V/def2-TZVPD

The geometry in XYZ format:
```
13
Properties=species:S:1:pos:R:3:forces:R:3
C -2.5614 0.5951 -0.1880 -0.7 0.1 -0.6
C 1.0704 -1.1644 -0.4676 -1.4 5.0 -1.7
C -0.2624 0.7227 1.0089 -0.6 -1.4 -2.8
N -3.4422 0.2815 0.4707 -2.0 0.0 1.5
N -1.4920 0.5813 -0.8808 5.3 1.3 -0.2
O 1.6592 1.5646 -0.5257 -0.2 0.2 -0.6
S 1.3595 0.5181 0.4527 0.5 -3.1 0.7
H 0.7555 -1.9730 0.1142 -0.4 -1.0 1.0
H 1.9424 -1.2810 -1.0602 0.8 -0.4 -0.3
H 0.2431 -0.6423 -1.1105 1.2 -1.9 0.9
H -0.8715 0.0406 1.5934 0.3 -0.2 -0.1
H -0.2273 1.7098 1.2994 -1.0 2.4 0.5
H -1.0606 1.3061 -1.5448 -1.6 -0.9 1.8
```
Positions in Å, forces in eV/Å.

Summary:
energy relative to the best compared isomer or geometry (same formula, charge and spin): 145.40 kcal/mol
net charge: 0
orbital gap (alpha / beta): 7.4 / 7.4 eV
HOMO (alpha / beta): -9.3 / -9.2 eV
2S+1: 1
LUMO energy (alpha / beta): -1.811 / -1.813 eV

***

Molecular formula: C4H4O
Method: DFT, ωB97M-V/def2-TZVPD

The geometry in XYZ format:
```
9
Properties=species:S:1:pos:R:3:forces:R:3
C -0.5620 0.2012 -2.2015 0.1 -0.1 0.5
C -0.4031 -0.0742 -1.0397 -0.1 0.1 -0.5
C -0.2141 -0.4825 0.3400 0.0 -0.2 -0.1
C 0.6644 0.2531 1.2612 0.3 -0.1 0.0
O -0.7430 0.3352 1.3760 -0.2 0.1 0.1
H -0.7145 0.4594 -3.2270 0.0 0.0 0.2
H -0.3615 -1.5469 0.5241 0.1 0.1 -0.1
H 1.1482 1.1723 0.9358 0.0 -0.2 -0.1
H 1.1856 -0.3177 2.0311 -0.2 0.2 0.0
```
Positions in Å, forces in eV/Å.

Summary:
energy relative to the best compared isomer or geometry (same formula, charge and spin): 57.74 kcal/mol
net charge: 0
orbital gap: 11.1 eV
HOMO: -10.1 eV
2S+1: 1
LUMO energy: 1.083 eV

***

Molecular formula: C23H31CuN4O2P
Method: DFT, ωB97M-V/def2-TZVPD

The geometry in XYZ format:
```
62
Properties=species:S:1:pos:R:3:forces:R:3
Cu -0.1383 -0.6682 -0.2925 0.7 0.3 0.0
O 5.2816 -1.6790 4.6949 -0.2 0.3 0.1
N 4.0742 -1.6277 4.7211 0.2 -0.8 0.0
O 3.3886 -1.6649 5.7205 0.0 0.3 -0.1
C 3.3821 -1.6299 3.3988 0.1 0.2 -0.3
C 4.1882 -1.7213 2.3180 0.1 0.0 0.3
C 3.6663 -1.6560 0.9938 -0.4 0.0 -0.1
C 4.4482 -1.8239 -0.1630 0.0 0.1 0.0
C 3.8484 -1.7497 -1.3975 0.1 0.0 0.0
C 2.4868 -1.4529 -1.4731 0.1 0.0 0.0
N 1.7386 -1.2722 -0.3945 0.1 -0.1 0.0
C 2.2979 -1.4133 0.8302 0.3 -0.1 -0.1
C 1.4306 -1.3624 1.9730 0.1 0.0 0.4
N 0.1083 -1.2206 1.7147 0.0 0.0 -0.1
C -0.7494 -1.2796 2.7151 0.0 0.0 0.0
C -0.3406 -1.4818 4.0325 0.1 0.0 0.0
C 0.9974 -1.5929 4.3203 -0.1 0.1 -0.1
C 1.9460 -1.5172 3.2742 -0.1 0.0 0.0
H 5.2533 -1.8294 2.4719 0.0 0.0 0.0
H 5.5099 -2.0169 -0.0709 0.0 0.0 0.0
H 4.4121 -1.9137 -2.3046 0.0 0.0 0.0
H 1.9936 -1.3561 -2.4324 0.0 0.0 0.0
H -1.7982 -1.1761 2.4650 0.0 0.0 0.0
H -1.0792 -1.5580 4.8177 0.0 0.0 0.0
H 1.3205 -1.7463 5.3346 0.0 0.0 0.0
C -5.2136 0.0704 -0.8038 0.0 0.0 0.0
C -4.4990 -1.2718 -1.0640 -0.6 -0.1 0.2
C -4.9084 -2.3107 0.0029 0.0 0.0 0.0
C -4.8013 -1.7929 -2.4753 0.2 0.0 -0.1
C -3.0749 -1.0427 -0.8979 0.5 0.0 -0.2
N -1.9525 -0.8542 -0.7479 -0.8 -0.1 0.0
H -6.2866 -0.1133 -0.7725 0.0 0.0 0.0
H -5.0123 0.7901 -1.5968 0.0 0.0 0.0
H -4.9159 0.5011 0.1531 0.0 0.0 0.0
H -5.9804 -2.4844 -0.0816 0.0 0.0 0.0
H -4.7029 -1.9450 1.0096 0.0 0.0 0.0
H -4.3940 -3.2598 -0.1445 0.0 0.0 0.0
H -5.8782 -1.9222 -2.5706 0.0 0.0 0.0
H -4.3230 -2.7555 -2.6540 0.0 0.0 0.0
H -4.4711 -1.0915 -3.2411 0.0 0.0 0.0
C -2.0789 2.6729 -1.3415 0.1 0.0 0.0
C -0.7375 2.8157 -0.6240 0.0 -0.2 -0.2
P 0.4696 1.5093 -1.0492 -0.1 0.1 0.0
C 2.0133 1.9581 -0.1545 -0.2 -0.1 -0.1
C 2.3457 3.4484 -0.0507 0.0 -0.1 0.0
C 0.7378 1.5993 -2.8578 0.0 0.0 0.3
C 1.1754 2.9607 -3.4018 0.0 -0.1 -0.1
H -2.7489 3.4729 -1.0313 0.0 0.0 0.0
H -2.5528 1.7220 -1.1065 -0.1 0.0 0.0
H -1.9601 2.7406 -2.4231 0.0 0.0 0.0
H -0.8620 2.7981 0.4608 0.0 0.0 0.0
H -0.2677 3.7660 -0.8849 0.0 0.0 0.1
H 2.8292 1.4170 -0.6424 0.0 -0.1 0.0
H 1.8963 1.5383 0.8492 0.1 0.0 0.0
H 2.4475 3.9176 -1.0269 0.0 0.0 0.0
H 3.2982 3.5551 0.4673 0.0 0.0 0.0
H 1.5968 3.9902 0.5241 0.0 0.0 0.0
H -0.2064 1.2766 -3.3029 0.0 0.0 -0.1
H 1.4832 0.8423 -3.1117 0.0 0.0 0.0
H 0.5195 3.7716 -3.0875 0.0 0.0 0.0
H 1.1550 2.9249 -4.4903 0.0 0.0 0.0
H 2.1939 3.1951 -3.0977 0.0 0.0 0.0
```
Positions in Å, forces in eV/Å.

Summary:
net charge: +2
orbital gap (alpha / beta): 8.5 / 7.3 eV
expectation value of S²: 0.755
HOMO (alpha / beta): -15.1 / -15.3 eV
2S+1: 2
LUMO energy (alpha / beta): -6.572 / -8.059 eV

***

Molecular formula: C9H21Cl2O6P2Tm
Method: DFT, ωB97M-V/def2-TZVPD

The geometry in XYZ format:
```
41
Properties=species:S:1:pos:R:3:forces:R:3
C -3.3858 2.3265 -3.9749 -0.2 -0.2 -0.1
C -2.3160 1.6604 -3.1668 -0.4 -2.0 0.1
H -4.1619 1.5981 -4.2319 0.3 0.1 0.1
H -2.9539 2.7377 -4.8995 -0.1 0.0 0.4
H -3.8367 3.1408 -3.3923 0.2 -0.1 -0.2
O -2.2331 0.4966 -2.8456 0.0 1.9 -0.3
Cl -1.0415 2.7956 -2.6600 0.4 0.1 0.3
Tm 0.7375 0.0350 0.6406 1.4 1.7 0.2
P 1.8011 -0.9367 -1.7040 1.3 -1.0 -1.3
C 2.2576 -2.7065 -1.9212 -0.6 -0.2 0.5
C 1.2783 -0.3499 -3.3413 -0.6 0.2 0.2
H 2.0129 -0.5754 -4.1285 -0.2 0.0 0.4
H 4.1098 -0.4886 -2.3773 -0.2 0.0 0.1
H 1.1176 0.7328 -3.2649 0.1 -0.1 -0.2
H 3.3966 0.8441 -1.4247 0.3 0.1 -0.1
H 1.3500 -3.2959 -2.1161 0.3 0.1 -0.1
H 0.3030 -0.7918 -3.5739 0.2 0.0 -0.1
C 3.4784 -0.2426 -1.5180 -0.2 0.5 0.6
H 2.9783 -2.8357 -2.7479 -0.4 0.2 0.4
H 3.9318 -0.6222 -0.5942 0.1 0.0 -0.2
H 2.6965 -3.0820 -0.9797 -0.1 0.2 -0.4
P -1.3834 0.6608 2.2479 -1.1 0.2 1.8
C -2.0380 -0.5371 3.4735 0.1 -0.6 -0.5
C -0.4687 1.7239 3.4144 0.6 0.2 -0.5
H -2.4193 2.4815 1.0954 -0.2 0.0 0.2
H -3.3159 2.1278 2.6215 0.3 -0.2 -0.2
H -3.4874 1.0821 1.1574 0.0 0.2 0.2
C -2.7979 1.6897 1.7557 0.1 -0.1 -0.7
H 0.0006 2.5397 2.8573 0.0 0.2 0.3
H -1.1492 2.1349 4.1674 0.1 -0.1 -0.2
H -2.6168 -0.0093 4.2523 0.3 -0.2 -0.4
H -1.1932 -1.0832 3.9267 -0.3 0.3 -0.1
H 0.3286 1.1487 3.8991 -0.2 0.1 0.0
H -2.6664 -1.2751 2.9578 0.0 0.2 0.3
C -0.1844 -2.0704 0.7631 -1.9 -6.4 1.5
O -0.5037 -3.1525 1.0095 1.2 4.7 -1.2
O 1.3810 -1.7016 3.8731 0.3 0.2 -0.9
Cl 2.4964 -1.6584 2.9777 1.6 -0.2 1.7
O 3.7368 -1.3750 3.6317 -1.7 -0.2 -1.1
O 2.5473 -2.7905 2.1045 -0.3 1.0 0.0
O 2.2132 -0.3766 2.0362 -0.7 -0.7 -0.4
```
Positions in Å, forces in eV/Å.

Summary:
net charge: +2
orbital gap (alpha / beta): 7.9 / 8.0 eV
expectation value of S²: 2.002
HOMO (alpha / beta): -16.6 / -16.6 eV
2S+1: 3
LUMO energy (alpha / beta): -8.620 / -8.555 eV

***

Molecular formula: C61H54BBaN8P3
Method: DFT, ωB97M-V/def2-TZVPD

The geometry in XYZ format:
```
128
Properties=species:S:1:pos:R:3:forces:R:3
Ba -0.0031 -0.4772 -0.6497 0.4 1.7 -0.4
C -3.2520 0.6202 3.2582 0.0 -0.1 0.0
C -3.1631 0.8841 1.8873 0.0 0.0 -0.1
N -2.6662 -0.1433 1.2176 0.2 -0.2 0.0
N -2.4563 -1.1171 2.1445 -0.1 0.1 -0.1
C -2.7819 -0.6683 3.3723 -0.1 0.0 0.1
B -1.9320 -2.5189 1.7915 0.2 0.0 -0.2
N -0.3996 -2.5251 2.1295 -0.1 0.1 -0.1
C 0.1998 -3.0484 3.2060 0.1 -0.1 0.1
C 1.4262 -2.4350 3.3820 0.0 0.0 0.0
C 1.4954 -1.5111 2.3456 0.1 -0.1 0.0
N 0.3953 -1.5633 1.5958 0.0 -0.2 0.4
N -2.2779 -2.8176 0.2935 0.2 0.1 0.1
C -3.2365 -3.6656 -0.1164 -0.1 -0.1 0.1
C -3.5123 -3.4230 -1.4439 0.0 0.0 0.1
C -2.6525 -2.3821 -1.7804 0.0 -0.1 -0.1
N -1.9094 -2.0280 -0.7388 -0.6 -0.7 -0.1
N -2.6219 -3.5844 2.6096 -0.1 -0.1 0.2
C -3.9038 -3.6109 3.0532 0.0 -0.1 0.1
C -4.1883 -4.8938 3.4487 0.0 0.1 -0.1
C -3.0038 -5.6038 3.1868 0.1 0.0 0.0
N -2.0734 -4.8201 2.6752 0.1 -0.1 -0.1
H -3.6144 1.2665 4.0354 0.0 0.0 0.1
H -3.4501 1.7781 1.3620 -0.1 -0.2 0.0
H -2.6781 -1.3038 4.2337 0.0 0.0 0.1
H -0.2844 -3.8286 3.7635 0.0 0.0 0.0
H 2.1507 -2.6294 4.1498 0.1 0.0 0.1
H 2.2886 -0.8163 2.1078 0.0 0.0 0.0
H -3.6597 -4.3808 0.5672 -0.1 0.0 0.0
H -4.2172 -3.9336 -2.0705 -0.1 0.0 -0.1
H -2.5304 -1.8917 -2.7334 0.0 0.0 -0.1
H -4.5163 -2.7288 3.0402 -0.1 0.1 0.0
H -5.1069 -5.2626 3.8637 -0.1 0.0 0.0
H -2.7899 -6.6456 3.3537 0.0 -0.1 0.0
C 0.7810 4.6110 -0.2176 0.1 0.2 0.0
C -0.3034 4.7346 0.8517 0.0 0.2 0.1
P -1.5858 3.4130 0.7307 0.2 0.0 -0.2
C -2.3437 3.6774 -0.9056 0.0 0.1 -0.1
C -2.5443 4.9295 -1.4866 0.0 0.0 0.0
C -3.1043 5.0407 -2.7481 0.0 0.0 0.0
C -3.4826 3.8996 -3.4445 0.0 0.0 0.0
C -3.3046 2.6490 -2.8744 0.0 0.0 -0.1
C -2.7327 2.5429 -1.6148 0.0 -0.1 0.1
C -2.8334 4.0425 1.8916 0.0 0.2 0.2
C -2.4784 4.0894 3.2424 0.0 0.0 -0.1
C -3.3954 4.4913 4.1967 0.0 0.0 0.0
C -4.6887 4.8304 3.8191 0.0 0.0 0.0
C -5.0535 4.7694 2.4843 0.0 0.0 0.0
C -4.1305 4.3799 1.5236 0.0 0.0 -0.1
C 1.3655 3.2093 -0.3392 0.3 -0.1 0.0
P 2.7711 2.6384 0.7311 0.0 -0.1 0.0
C 2.0400 2.4148 2.3929 -0.1 -0.1 0.0
C 2.7927 2.6296 3.5481 0.0 0.0 0.0
C 2.2999 2.2713 4.7932 0.0 0.0 0.1
C 1.0536 1.6732 4.9135 0.0 0.0 -0.1
C 0.3051 1.4269 3.7720 0.0 0.0 0.1
C 0.8003 1.7883 2.5303 0.1 0.0 0.0
C 3.7816 4.1404 0.8645 0.0 0.1 0.0
C 3.5037 5.1980 1.7297 -0.1 0.0 0.0
C 4.2848 6.3411 1.7159 0.0 0.0 0.0
C 5.3451 6.4479 0.8272 0.0 0.0 0.0
C 5.6257 5.4077 -0.0450 0.0 0.1 0.0
C 4.8510 4.2588 -0.0191 0.0 0.0 0.0
H 1.5828 5.3236 -0.0017 -0.1 0.0 -0.1
H 0.3715 4.9050 -1.1885 -0.1 -0.1 0.1
H -0.7564 5.7283 0.8184 0.0 0.0 0.0
H 0.1340 4.6271 1.8522 -0.1 0.0 -0.1
H -2.2671 5.8259 -0.9463 0.0 0.0 0.0
H -3.2533 6.0171 -3.1880 0.0 0.0 0.0
H -3.9237 3.9887 -4.4273 0.0 0.0 0.0
H -3.6183 1.7610 -3.4065 0.0 0.0 0.0
H -2.6241 1.5646 -1.1484 0.0 0.0 0.0
H -1.4802 3.8016 3.5525 0.0 0.0 0.0
H -3.1044 4.5339 5.2375 0.0 0.0 0.0
H -5.4076 5.1384 4.5647 0.0 0.0 0.0
H -6.0598 5.0282 2.1854 0.0 0.0 0.0
H -4.4281 4.3417 0.4831 0.0 0.0 0.0
H 1.6977 3.0243 -1.3667 0.0 0.0 0.1
H 0.5818 2.4899 -0.1013 -0.2 -0.2 -0.3
H 3.7753 3.0780 3.4814 0.0 0.0 0.0
H 2.8978 2.4567 5.6753 0.0 0.0 0.0
H 0.6759 1.3927 5.8858 0.0 0.0 0.1
H -0.6642 0.9472 3.8361 0.0 0.0 0.0
H 0.1736 1.5902 1.6699 0.0 0.0 0.0
H 2.6685 5.1285 2.4153 0.0 0.0 0.0
H 4.0630 7.1519 2.3953 0.0 0.0 0.0
H 5.9529 7.3419 0.8160 0.0 0.0 0.0
H 6.4516 5.4870 -0.7369 0.0 0.0 0.0
H 5.0848 3.4421 -0.6908 0.0 -0.1 0.0
C 3.0966 -6.2692 -0.0175 0.0 0.0 0.0
C 2.7082 -5.0773 0.5670 0.0 0.0 -0.1
C 2.0428 -4.1227 -0.1924 0.0 0.0 0.1
C 1.7627 -4.3487 -1.5320 0.1 0.0 -0.1
C 2.1640 -5.5535 -2.1110 0.0 0.0 -0.1
C 2.8224 -6.5066 -1.3598 0.0 0.0 0.0
P 0.9432 -3.0442 -2.5060 0.1 -0.3 -0.1
C -0.3372 -3.9457 -3.4336 0.0 0.0 0.0
C -0.8484 -3.3787 -4.6015 0.0 0.1 0.0
C -1.8994 -3.9777 -5.2715 -0.1 0.0 0.0
C -2.4572 -5.1525 -4.7817 0.0 0.0 0.0
C -1.9584 -5.7185 -3.6204 0.0 0.0 0.0
C -0.9070 -5.1159 -2.9436 0.0 0.0 0.0
C 2.1929 -2.6975 -3.7861 0.1 0.1 0.0
C 2.4059 -3.4765 -4.8916 0.0 0.0 0.0
C 3.4559 -3.1947 -5.7883 0.0 0.0 0.0
C 4.2913 -2.1394 -5.5665 0.0 0.1 0.1
C 4.1110 -1.2991 -4.4400 0.1 -0.1 -0.2
C 4.9686 -0.1993 -4.1795 -0.1 0.0 0.0
C 4.7946 0.5959 -3.0888 0.0 0.1 0.1
C 3.7255 0.3483 -2.1767 0.1 0.0 -0.2
C 2.9165 -0.6779 -2.4884 -0.3 -0.3 0.2
C 3.0375 -1.5802 -3.5548 0.1 0.1 0.0
H 3.6114 -7.0173 0.5682 0.0 0.0 0.0
H 2.9099 -4.8828 1.6102 0.0 0.0 0.1
H 1.7327 -3.2049 0.2850 0.0 0.1 0.0
H 1.9572 -5.7493 -3.1562 0.0 0.0 0.0
H 3.1247 -7.4367 -1.8182 0.0 -0.1 0.0
H -0.4117 -2.4702 -5.0042 0.0 0.0 0.0
H -2.2796 -3.5344 -6.1809 0.0 0.0 0.0
H -3.2755 -5.6229 -5.3066 -0.1 0.0 0.0
H -2.3865 -6.6317 -3.2318 0.0 0.0 0.0
H -0.5417 -5.5625 -2.0284 0.0 0.0 0.0
H 1.7581 -4.3203 -5.0889 0.0 0.0 0.0
H 3.5965 -3.8268 -6.6534 0.0 0.0 0.0
H 5.1012 -1.9250 -6.2510 0.0 0.0 0.0
H 5.7802 -0.0095 -4.8676 0.1 0.0 0.0
H 5.4728 1.4164 -2.8955 0.0 0.0 0.0
H 3.6006 0.9565 -1.2878 0.0 0.0 0.0
```
Positions in Å, forces in eV/Å.

Summary:
net charge: +1
orbital gap (alpha / beta): 8.1 / 6.6 eV
expectation value of S²: 0.760
HOMO (alpha / beta): -10.2 / -10.2 eV
2S+1: 2
LUMO energy (alpha / beta): -2.094 / -3.625 eV